# 1
8
Properties=species:S:1:pos:R:3:forces:R:3:lowdin_charge:R:1 method="wB97M-V/def2-TZVPD" orbital_gap_ev="9.4 / 8.0" charge=0 e_homo_ev="-9.77 / -10.26" de_lowest_kcal_mol=144.8
C -0.5301 -0.6152 2.7675 0.75 -2.92 2.76 -0.326
C -0.6657 0.9073 2.4091 0.78 2.08 0.50 -0.325
N -0.6043 -0.0996 1.5808 -0.66 -0.58 -2.37 0.246
N -0.3596 -0.9041 -0.4493 -1.76 -1.66 0.55 0.071
O -0.3319 -1.5547 3.4733 -0.51 1.31 -0.78 0.178
O -0.5572 2.0567 2.5880 -0.51 0.35 0.35 0.212
F 0.8921 -1.3405 -0.2386 1.40 -0.19 -0.08 -0.140
H -0.8896 -1.7587 -0.0303 0.51 1.61 -0.94 0.085

# 2
7
Properties=species:S:1:pos:R:3:forces:R:3:lowdin_charge:R:1 method="wB97M-V/def2-TZVPD" orbital_gap_ev="7.5 / 8.9" charge=0 e_homo_ev="-9.69 / -10.15" de_lowest_kcal_mol=84.4
C 0.3702 0.2621 0.0021 -0.65 -0.95 0.00 -0.233
N -0.1815 -0.9844 0.0050 1.42 -0.73 0.00 0.124
N 1.6643 0.6439 0.0056 -4.49 2.18 -0.01 0.062
N -2.0323 0.2785 -0.0040 3.69 0.38 0.03 0.133
O -0.9084 1.0841 -0.0032 1.25 0.58 0.00 -0.004
O -1.4785 -0.9286 0.0023 -0.91 -0.12 -0.02 -0.033
F 2.5662 -0.3557 -0.0078 -0.32 -1.32 0.01 -0.049

# 3
114
Properties=species:S:1:pos:R:3:forces:R:3:lowdin_charge:R:1 method="wB97M-V/def2-TZVPD" orbital_gap_ev=1.4 charge=+3 e_homo_ev=-14.92
Hf -1.0452 3.8492 2.9351 0.96 -4.94 -5.38 1.869
C -0.0933 1.5127 0.2309 0.11 -0.51 -0.13 -0.215
O -0.2657 2.3678 1.3226 -1.50 2.82 3.32 -0.485
H 0.9675 1.3237 0.0501 0.12 0.50 -0.18 0.067
H -0.4847 0.4928 0.3424 -0.43 0.06 0.61 0.064
H -0.5895 1.8522 -0.6782 0.29 0.32 0.01 0.048
O -1.1307 1.6318 3.9368 -0.43 2.45 0.24 -0.238
H -0.5263 0.8602 3.7641 0.58 -0.96 -0.72 0.019
H -1.5456 1.4357 4.7876 -0.12 0.15 0.10 0.083
O -1.7962 4.8644 0.8730 0.09 -0.06 2.65 -0.226
H -2.4508 5.5735 0.8169 0.00 0.17 0.16 0.083
H -1.7413 4.4929 -0.0513 0.85 -0.40 -1.19 0.019
C 3.9337 4.0804 -5.2058 -1.30 -0.16 -1.03 -0.038
C 4.2157 3.6141 -3.7881 -0.10 -0.52 0.00 -0.409
C 3.5894 2.2462 -3.4877 0.75 0.24 0.37 -0.221
O 2.1914 2.3486 -3.4172 -0.19 -0.06 0.01 -0.181
C 1.5166 1.0965 -3.5235 1.08 0.40 -0.58 -0.073
N 5.6498 3.4956 -3.5766 -0.62 0.59 -0.24 0.130
H 2.8553 4.2455 -5.3032 -0.11 0.06 0.24 0.089
H 4.1055 3.3029 -5.9529 0.57 0.05 0.04 0.094
H 4.3853 5.0265 -5.4988 0.37 -0.15 0.19 0.092
H 3.7391 4.3657 -3.1554 0.45 -0.05 0.48 0.144
H 4.0269 1.8981 -2.5436 -0.32 0.17 0.31 0.102
H 3.9784 1.5045 -4.1954 -0.51 -0.01 -0.55 0.140
H 0.4655 1.2864 -3.3280 0.02 -0.22 0.13 0.068
H 2.0018 0.3648 -2.8717 -0.42 -0.07 0.39 0.090
H 1.6609 0.7136 -4.5370 -0.32 -0.06 -0.10 0.102
H 6.0697 4.4060 -3.7290 0.38 -0.07 0.23 0.107
H 6.0318 2.8520 -4.2618 0.26 -0.09 0.11 0.107
C -2.7147 5.8684 -2.9581 -0.41 0.18 -0.42 -0.044
C -2.8688 4.4552 -2.3484 0.25 0.52 -1.47 -0.398
C -3.2834 3.4564 -3.4354 -1.59 -0.94 -0.18 -0.158
O -3.6603 2.1316 -2.9942 0.80 0.23 0.76 -0.225
C -4.7172 1.9946 -2.0527 0.31 -0.21 -0.42 -0.094
N -1.5891 4.0625 -1.7364 -0.22 -0.61 0.64 0.047
H -2.3062 6.6225 -2.2846 -0.07 -0.25 0.34 0.078
H -3.6721 6.2477 -3.3187 -0.17 -0.10 0.31 0.091
H -2.1017 5.9469 -3.8591 0.31 -0.61 0.08 0.090
H -3.6702 4.5096 -1.6096 0.15 -0.16 0.24 0.128
H -2.5305 3.2148 -4.1860 0.38 0.52 0.18 0.138
H -4.1615 3.8016 -3.9883 0.08 0.59 0.03 0.136
H -4.8405 0.9201 -1.9177 -0.10 0.00 -0.09 0.079
H -5.6548 2.4024 -2.4338 -0.02 0.18 0.10 0.102
H -4.4704 2.3949 -1.0657 -0.04 0.31 0.00 0.076
H -0.8776 4.1552 -2.4562 0.29 0.58 0.19 0.112
H -1.5873 3.0525 -1.6153 -0.39 -0.11 0.07 0.054
C -4.4321 -4.4339 -0.6711 0.72 -0.49 -0.15 -0.029
C -3.1221 -3.8739 -1.2351 0.07 -0.46 0.27 -0.332
C -3.3141 -2.3794 -1.6636 0.71 0.45 0.05 -0.151
O -2.0373 -1.8597 -2.0386 -0.35 -0.37 0.62 -0.172
C -1.9944 -0.4722 -2.2474 0.36 0.67 -0.26 -0.114
N -2.1120 -4.0553 -0.1776 -0.79 1.10 -0.82 0.157
H -5.2458 -4.4605 -1.3927 -0.14 0.62 0.21 0.098
H -4.5907 -3.8895 0.2612 -0.78 0.13 -0.17 0.077
H -4.3106 -5.4801 -0.3855 0.26 -0.01 -0.05 0.090
H -2.7713 -4.3678 -2.1414 -0.05 -0.21 0.03 0.155
H -3.7781 -1.7482 -0.8987 0.22 -0.16 0.50 0.119
H -4.0312 -2.3386 -2.4887 0.13 -0.35 -0.31 0.143
H -2.2841 0.1684 -1.4059 -0.79 -0.46 0.29 0.068
H -2.5445 -0.1726 -3.1400 -0.12 0.06 0.07 0.098
H -0.9572 -0.1498 -2.3546 0.20 -0.55 -0.43 0.067
H -2.4746 -3.6942 0.7031 0.19 0.39 -0.01 0.039
H -1.2044 -3.6624 -0.3998 0.10 -0.11 -0.06 0.119
C 4.7829 -1.7373 -0.0258 -1.44 0.27 0.05 -0.050
C 5.1174 -0.2851 -0.2304 1.20 0.59 0.42 -0.406
C 4.1989 0.7478 0.4555 0.13 0.39 -0.11 -0.172
O 4.4185 1.9955 -0.1886 0.72 -0.52 -0.53 -0.187
C 3.5246 3.0450 0.0575 0.08 0.19 -0.95 -0.085
N 6.4774 -0.0965 0.2762 -0.10 0.10 -0.60 0.126
H 5.3700 -2.4238 -0.6323 0.17 0.17 0.05 0.094
H 3.7363 -1.8488 -0.3209 -0.03 -0.41 0.05 0.077
H 4.8642 -1.9842 1.0332 0.09 -0.16 -0.02 0.092
H 5.1510 -0.0109 -1.2932 -0.44 -0.15 -0.12 0.146
H 4.4428 0.8865 1.5111 0.16 -0.30 0.21 0.126
H 3.1462 0.4486 0.4121 -0.17 -0.10 -0.30 0.107
H 2.6747 2.9185 -0.6250 -0.82 -0.39 0.82 0.080
H 3.9033 3.9644 -0.3946 0.77 -0.03 0.51 0.097
H 3.3650 3.1737 1.1283 -0.54 0.06 -0.09 0.100
H 6.9459 0.6803 -0.1761 0.09 0.22 0.33 0.104
H 7.0202 -0.9370 0.1182 0.21 0.04 0.23 0.098
C -2.6549 -6.0842 4.2675 -0.62 1.99 2.15 -0.016
C -2.7053 -5.0912 3.0750 -0.19 -2.31 -0.84 -0.374
C -3.0391 -3.6367 3.3804 -0.47 0.60 -0.45 -0.120
O -2.7809 -2.7983 2.2119 0.63 -0.19 -0.04 -0.270
C -3.1619 -1.4206 2.3447 0.43 -0.71 0.74 -0.071
N -1.4735 -5.3593 2.3285 -0.67 2.10 -0.61 0.162
H -3.4673 -5.8424 4.9645 -0.35 0.13 -0.23 0.091
H -1.8051 -5.7662 4.8755 0.39 -0.62 -0.14 0.069
H -2.7491 -7.1629 4.1850 0.48 0.14 -1.01 0.097
H -3.4966 -5.4953 2.4368 -0.14 0.23 -0.09 0.142
H -2.5046 -3.2622 4.2567 0.07 0.17 -0.01 0.135
H -4.1194 -3.5383 3.4989 -0.01 -0.32 0.74 0.141
H -4.2454 -1.3038 2.3339 -0.03 0.04 0.17 0.103
H -2.7165 -0.8023 1.5653 0.01 -0.43 -0.36 0.081
H -2.7069 -1.0820 3.2777 -0.47 0.35 0.23 0.073
H -0.8269 -4.5770 2.4495 0.49 -0.25 0.56 0.069
H -1.7266 -5.2419 1.3372 0.37 -1.18 -0.62 0.064
C 2.3646 -0.0727 3.6741 -0.20 0.12 -0.04 -0.041
C 1.4773 -1.2089 3.1641 -1.24 0.18 0.31 -0.359
C 1.4448 -2.4736 4.0185 1.30 -0.39 0.02 -0.182
O 0.9613 -3.6228 3.3260 0.75 0.94 -0.75 -0.214
C 1.1654 -4.8219 4.0572 -1.64 0.33 1.43 -0.088
N 0.0912 -0.6563 3.0536 -0.21 0.46 -0.43 0.051
H 1.9231 0.4684 4.5128 -0.06 -0.42 0.29 0.080
H 2.4085 0.6885 2.8921 0.26 -0.08 -0.14 0.056
H 3.3732 -0.3792 3.9480 -0.01 -0.04 -0.13 0.094
H 1.7543 -1.4312 2.1316 0.49 -0.58 0.21 0.136
H 0.9273 -2.3945 4.9791 -0.33 0.51 -0.05 0.141
H 2.4942 -2.6271 4.2907 0.09 -0.34 0.04 0.131
H 0.9279 -5.6672 3.4182 0.50 -0.02 0.00 0.092
H 0.3972 -4.7739 4.8421 -0.21 -0.52 0.08 0.081
H 2.0561 -4.8996 4.6828 0.65 0.09 -0.90 0.104
H -0.5793 -1.4152 2.9778 0.04 -0.26 0.24 0.066
H 0.0491 -0.2563 2.1200 -0.16 0.30 0.03 0.052

# 4
71
Properties=species:S:1:pos:R:3:forces:R:3:lowdin_spin:R:1 method="wB97M-V/def2-TZVPD" orbital_gap_ev="5.9 / 5.9" spin_multiplicity=2 charge=0 e_homo_ev="-6.44 / -6.44" de_lowest_kcal_mol=22.9
Mn -0.4586 -0.0729 0.1178 0.51 0.85 0.16 0.994
C -1.5940 2.5016 3.3692 0.06 -0.13 0.06 0.000
C -1.0804 1.4220 2.6670 -0.03 0.14 -0.03 -0.002
N -1.0532 1.4330 1.3380 -0.18 -0.10 0.02 -0.007
C -1.5183 2.5218 0.7046 0.07 0.04 -0.43 -0.003
C -2.0170 3.5933 1.4328 0.01 -0.03 0.19 0.000
N -2.0648 3.5839 2.7604 -0.03 0.08 -0.12 -0.002
C -1.4175 2.4719 -0.7833 -0.03 0.07 0.55 0.001
C -1.8684 3.4403 -1.6408 0.14 -0.09 -0.30 -0.001
C -1.6537 3.2145 -3.0277 -0.16 0.19 0.18 0.001
C -1.0333 2.0696 -3.4446 0.16 -0.27 -0.05 0.000
C -0.5879 1.0900 -2.5056 -0.11 0.38 0.09 0.001
N -0.8046 1.3530 -1.1905 -0.03 -0.11 -0.09 -0.003
C 0.0385 -0.1278 -2.8175 0.16 -0.17 0.02 0.002
C 0.8537 -0.3115 -3.9476 -0.18 0.13 -0.07 0.000
N 1.7661 -1.2242 -4.1234 -0.02 -0.22 0.31 0.002
C 1.9532 -2.0352 -2.9945 0.06 0.01 -0.25 -0.001
C 1.2233 -2.0212 -1.8816 -0.09 0.13 0.12 0.001
N 0.0628 -1.1531 -1.7494 -0.53 0.00 0.06 0.000
C -2.1399 4.2087 -4.0190 0.08 -0.09 0.04 0.000
C -3.3186 4.9173 -3.8184 -0.04 0.02 -0.03 0.000
C -3.7336 5.8247 -4.7811 -0.01 0.00 0.02 0.000
N -3.0646 6.0726 -5.9036 0.02 -0.02 0.01 0.000
C -1.9332 5.3956 -6.0880 0.00 0.00 0.00 0.000
C -1.4341 4.4665 -5.1892 0.00 0.04 -0.01 0.000
H -1.6235 2.4856 4.4516 0.00 0.02 0.00 0.000
H -0.6804 0.5426 3.1541 -0.01 0.00 0.02 0.000
H -2.3831 4.4818 0.9347 -0.01 0.00 0.00 0.000
H -2.3286 4.3505 -1.2888 -0.01 0.00 0.00 0.000
H -0.9320 1.8600 -4.5009 0.00 0.04 0.01 0.000
H 0.7514 0.4270 -4.7428 0.01 -0.04 -0.01 0.000
H 2.8058 -2.7037 -3.0320 0.01 0.02 -0.04 0.000
H 1.4243 -2.6435 -1.0209 0.07 0.06 0.02 0.000
H -3.9260 4.7536 -2.9379 0.01 -0.01 0.00 0.000
H -4.6559 6.3779 -4.6404 0.00 0.00 -0.01 0.000
H -1.3895 5.6088 -7.0017 -0.01 0.01 0.00 0.000
H -0.4934 3.9722 -5.3926 -0.01 -0.01 0.01 0.000
N 2.6827 -1.4694 2.8025 -0.05 0.09 -0.01 0.000
C 1.6396 -1.2263 1.9761 0.08 -0.28 0.15 0.001
S 1.7257 0.1732 0.9579 -0.06 -0.03 0.02 0.004
N 0.6625 -2.1166 2.0189 -0.04 0.24 -0.18 0.001
N -0.3086 -1.7680 1.1240 0.06 -0.17 -0.04 -0.006
C -1.1545 -2.6176 0.6866 -0.13 0.00 0.01 -0.002
C -1.9899 -2.0574 -0.4402 -0.01 -0.38 0.30 0.001
C -2.8511 -3.0400 -1.2686 -0.12 0.04 -0.10 0.001
C -4.1549 -2.4386 -1.6739 -0.06 -0.09 -0.08 0.003
C -4.4911 -1.1900 -1.3511 0.17 0.14 0.17 0.000
C -3.6001 -0.3589 -0.5329 -0.24 0.05 0.13 0.004
N -2.4870 -0.7390 -0.0452 0.30 -0.31 -0.70 0.001
H 3.4676 -0.8473 2.8138 0.00 -0.01 -0.01 0.000
H 2.6656 -2.2859 3.3864 0.01 -0.01 -0.01 0.000
H -1.1616 -3.6638 0.9799 -0.01 0.01 0.02 -0.001
H -2.9891 -4.0377 -0.8431 0.05 -0.01 -0.01 0.000
H -4.8261 -3.0406 -2.2774 0.00 -0.01 0.02 0.000
H -5.4177 -0.7471 -1.6887 -0.02 -0.01 0.02 0.000
H -3.9144 0.6599 -0.3111 0.05 0.03 -0.06 0.000
C -3.1737 -4.7984 -4.2135 -0.05 -0.04 0.00 0.000
Si -1.5281 -3.9474 -3.9351 -0.13 0.09 0.06 0.000
C -0.2241 -5.2369 -3.5954 0.05 -0.02 0.05 0.000
C -1.0924 -2.8771 -5.3843 0.01 0.01 -0.12 0.000
C -1.7746 -2.9142 -2.3772 0.13 0.16 -0.05 0.002
C -1.1370 -1.9484 -1.6863 0.07 -0.45 -0.01 0.004
H -3.0933 -5.5220 -5.0280 -0.01 0.01 0.00 0.000
H -3.9601 -4.0886 -4.4804 0.01 0.01 0.00 0.000
H -3.4953 -5.3445 -3.3224 -0.01 0.00 -0.02 0.000
H -0.2797 -6.0422 -4.3315 0.02 0.02 -0.02 0.000
H -0.3558 -5.6788 -2.6051 0.00 -0.01 -0.01 0.000
H 0.7730 -4.7963 -3.6385 0.00 -0.01 0.02 0.000
H -1.0783 -3.4769 -6.2986 0.00 0.01 0.00 0.000
H -0.1068 -2.4266 -5.2623 0.02 0.01 0.00 0.000
H -1.8231 -2.0761 -5.5170 0.00 -0.01 0.01 0.000

# 5
47
Properties=species:S:1:pos:R:3:forces:R:3:lowdin_charge:R:1 method="wB97M-V/def2-TZVPD" orbital_gap_ev=8.2 charge=0 e_homo_ev=-8.16
Lu -0.2276 -0.0955 -0.7323 -0.69 0.12 0.92 1.260
S -4.6507 1.5559 0.5009 -0.14 -0.02 0.07 1.029
C -3.8582 1.4052 1.9974 0.14 -0.03 0.03 -0.432
C -2.5583 1.0235 1.8331 -0.08 -0.01 0.03 -0.283
C -2.1211 0.8287 0.4755 -0.28 0.07 0.24 -0.280
C -3.2147 1.0869 -0.3257 0.29 0.02 -0.26 -0.567
C -3.1779 1.0602 -1.7867 0.00 0.01 0.13 -0.304
C -4.2726 1.3656 -2.5897 0.05 -0.01 -0.07 -0.036
C -4.1179 1.3713 -3.9626 0.00 0.00 -0.01 -0.053
C -2.8761 1.0786 -4.5022 0.04 -0.01 0.04 -0.042
C -1.8389 0.7705 -3.6402 -0.06 0.00 0.00 -0.108
N -1.9814 0.7448 -2.3106 0.17 0.05 -0.09 0.004
H -4.3800 1.5987 2.9209 -0.01 0.02 0.01 0.062
H -1.9404 0.8906 2.7063 0.03 0.01 0.00 0.027
H -5.2280 1.6025 -2.1430 0.01 0.00 0.03 0.090
H -4.9582 1.6089 -4.6022 0.00 0.00 -0.01 0.111
H -2.6979 1.0755 -5.5674 -0.02 0.01 -0.01 0.109
H -0.8617 0.5240 -4.0230 -0.03 0.01 -0.03 0.073
C -0.4523 -1.0290 3.8383 0.04 -0.06 0.18 -0.275
P 0.4638 -0.4108 2.3846 -0.01 -0.05 -0.34 0.789
C 0.7475 1.3669 2.7464 0.06 0.12 0.15 -0.275
C 2.1524 -1.0233 2.7969 0.04 0.02 0.11 -0.438
C 3.1897 -0.4154 1.8540 0.19 -0.03 0.03 -0.437
P 2.6822 -0.6595 0.1090 -0.38 0.10 -0.34 0.778
C 2.9828 -2.4464 -0.0624 -0.01 -0.14 0.05 -0.270
C 4.0348 0.1037 -0.8286 0.24 0.06 0.13 -0.262
H -0.0537 -0.6053 4.7630 -0.03 0.01 -0.01 0.050
H -0.3321 -2.1129 3.8811 0.02 0.00 -0.04 0.045
H -1.5173 -0.8232 3.7709 0.01 0.03 -0.02 0.025
H 1.3027 1.4923 3.6803 -0.03 -0.03 0.00 0.053
H -0.1821 1.9250 2.8106 -0.06 -0.04 -0.01 0.027
H 1.3353 1.8238 1.9476 -0.01 -0.06 -0.04 0.034
H 2.1656 -2.1132 2.7301 -0.06 0.00 -0.05 0.074
H 2.3747 -0.7662 3.8376 0.00 -0.01 -0.02 0.084
H 4.1742 -0.8710 1.9981 -0.04 0.00 0.05 0.086
H 3.3060 0.6514 2.0521 -0.02 0.03 -0.04 0.069
H 3.9563 -2.7087 0.3596 0.01 0.01 -0.03 0.053
H 2.9427 -2.7114 -1.1164 0.00 0.03 -0.01 0.022
H 2.2039 -3.0127 0.4504 0.01 0.03 0.00 0.037
H 4.9946 -0.3494 -0.5682 -0.02 0.01 -0.02 0.051
H 4.0789 1.1695 -0.5977 -0.02 0.00 -0.03 0.044
H 3.8520 -0.0226 -1.8925 -0.06 -0.04 -0.03 0.028
O 0.5016 -1.0946 -4.5127 0.07 -0.03 0.00 -0.363
S 1.0309 -1.1562 -3.1789 -0.30 0.34 0.34 0.107
O 2.3916 -1.6067 -3.0368 0.06 -0.02 0.00 -0.392
O 0.8667 0.2195 -2.4815 0.61 -0.30 -0.91 -0.641
S -0.2317 -2.3095 -1.9833 0.26 -0.19 -0.12 0.237

# 6
12
Properties=species:S:1:pos:R:3:forces:R:3:lowdin_charge:R:1 method="wB97M-V/def2-TZVPD" orbital_gap_ev=10.2 charge=0 e_homo_ev=-9.94 de_lowest_kcal_mol=31.7 smiles="CC(=O)CC=O"
C -1.2743 0.2022 -1.0142 0.55 -1.40 -0.41 -0.012
C -0.7638 0.2080 0.4033 0.77 -1.28 -1.77 -0.499
C 0.4951 -0.6252 0.7165 0.64 -0.15 0.73 -0.100
C 1.7127 0.2541 0.3808 0.89 -0.53 -2.52 -0.197
H -1.8857 1.1000 -1.1197 -0.02 -0.36 -0.41 0.086
H -0.4399 0.0931 -1.7518 -0.68 0.43 0.52 0.092
H -1.8525 -0.7663 -1.1206 0.25 1.18 0.04 0.112
H 0.4446 -0.9346 1.7929 0.16 0.43 -0.87 0.132
H 0.6703 -1.5056 0.0647 -0.64 0.48 0.36 0.124
H 1.9526 1.1488 1.1484 -0.05 -1.74 -1.90 0.167
O -1.3290 0.8407 1.2251 -0.59 1.04 1.90 0.104
O 2.2699 -0.0150 -0.7253 -1.28 1.89 4.34 -0.008

Number 1: F_max 4.1 eV Å⁻¹, energy -436.44815 Eh. Number 2: F_max 5.0 eV Å⁻¹, energy -452.41275 Eh. Number 3: F_max 7.4 eV Å⁻¹, energy -2048.64585 Eh. Number 4: F_max 1.0 eV Å⁻¹, energy -3546.19692 Eh. Number 5: F_max 1.2 eV Å⁻¹, energy -3978.17746 Eh. Number 6: F_max 4.9 eV Å⁻¹, energy -306.45583 Eh.